Run A
The following is a quantum chemistry calculation of a gas-phase ion, C3H8NO3 (charge +1), from the Open Molecules 2025 dataset.

CARTESIAN COORDINATES (ANGSTROEM)
N -1.330 0.449 0.116
C -0.016 -0.180 -0.458
C 1.182 0.867 -0.279
O 0.407 2.066 -0.220
C 0.250 -1.526 0.327
O 1.453 -1.769 0.356
O -0.797 -2.301 0.437
H -2.143 0.040 -0.400
H -1.427 0.312 1.205
H -1.358 1.531 -0.143
H -0.312 -0.566 -1.389
H 2.060 0.905 -0.990
H 1.564 0.592 0.725
H 0.906 2.843 -0.010
H -0.438 -3.264 0.724

## Properties
Spin multiplicity: 1
HOMO in eV: -15.0
Frontier orbital gap in hartree: 0.408
Net charge: +1

Here are the natural (NBO) charges for atoms 1 to 2, given in e: atom 1 (N): -0.74, atom 2 (C): -0.13


Run B
The following is a quantum chemistry calculation of 2 unconnected molecules or ions with the total composition C3H8NO3, from the Open Molecules 2025 dataset.

CARTESIAN COORDINATES (ANGSTROEM)
C -1.905 0.691 0.111
C -0.975 -0.045 0.917
C 0.979 0.120 0.116
N 0.705 -0.680 -1.098
O -1.595 -0.675 -0.108
O 1.898 -0.568 0.940
O 1.375 1.376 -0.272
H -3.033 0.772 0.281
H -1.471 1.426 -0.556
H -1.067 -0.545 1.984
H -0.260 -1.131 -0.993
H 1.411 -1.340 -1.294
H 0.507 0.085 -1.747
H 1.373 -1.198 1.410
H 2.060 1.712 0.309

## Properties
Spin multiplicity: 1
HOMO in eV: -14.1
Frontier orbital gap in hartree: 0.394
Net charge: +1

Here are the natural (NBO) charges for atoms 1 to 2, given in e: atom 1 (C): -0.13, atom 2 (C): 0.04


The structure with the least stability is run B.


Run A
The following is a quantum chemistry calculation of a molecular structure, C7H15N2S, from the Open Molecules 2025 dataset.

CARTESIAN COORDINATES (ANGSTROEM)
C 2.774 -1.358 0.390
C -1.732 0.575 0.333
C -1.322 -0.992 -0.904
C -2.679 -0.193 -0.627
C -3.798 -1.004 -0.127
C 2.440 1.968 0.520
C 2.513 1.237 -0.785
N 1.612 -1.284 0.910
N -0.594 -0.271 -0.164
S 3.692 -0.150 -0.532
H -1.753 1.715 0.233
H -1.995 0.250 1.351
H -0.863 -1.775 -1.505
H -2.893 0.363 -1.573
H -3.693 -1.564 0.819
H -4.093 -1.557 -0.966
H -4.621 -0.329 0.303
H 2.498 1.167 1.302
H 3.425 2.581 0.702
H 1.645 2.696 0.726
H 2.969 1.787 -1.629
H 1.445 0.957 -1.060
H 0.420 -0.435 0.276
H 1.300 -2.140 1.375
H 3.301 -2.242 0.629

## Properties
Spin multiplicity: 1
HOMO in eV: -12.8
Frontier orbital gap in hartree: 0.338
Net charge: +1

Here are the natural (NBO) charges for atoms 1 to 2, given in e: atom 1 (C): 0.02, atom 2 (C): -0.23


Run B
The following is a quantum chemistry calculation of a gas-phase ion, C7H15N2S (charge +1), from the Open Molecules 2025 dataset.

CARTESIAN COORDINATES (ANGSTROEM)
C 1.399 -1.096 1.084
C 1.295 -2.103 0.016
C 0.456 -1.603 -1.175
C -0.761 -0.730 -1.090
C 0.673 0.959 0.385
C -0.337 1.866 -1.671
C -0.933 0.992 2.763
N 1.998 -0.975 2.092
N -0.394 0.750 -0.633
S 0.387 1.911 1.870
H 2.355 -2.160 -0.108
H 1.012 -3.066 0.524
H 1.094 -0.955 -1.887
H 0.260 -2.346 -1.853
H -1.127 -0.623 -2.019
H -1.405 -1.036 -0.285
H 1.567 1.361 -0.228
H -0.410 2.691 -1.109
H 0.607 1.739 -2.209
H -1.230 1.785 -2.462
H -0.628 1.328 3.773
H -0.850 0.053 2.347
H -1.943 1.312 2.533
H 2.214 -0.199 2.687
H -1.311 1.084 -0.148

## Properties
Spin multiplicity: 1
HOMO in eV: -11.5
Frontier orbital gap in hartree: 0.320
Net charge: +1

Here are the natural (NBO) charges for atoms 1 to 2, given in e: atom 1 (C): 0.51, atom 2 (C): -0.53


The structure with the least stability is run B.


Run A
The following is a quantum chemistry calculation of 2 unconnected molecules or ions with the total composition CH2Cl4N2, from the Open Molecules 2025 dataset.

CARTESIAN COORDINATES (ANGSTROEM)
C -0.471 0.576 1.079
N 0.391 -0.076 1.636
N 0.418 -0.032 -1.877
Cl -2.208 0.264 1.139
Cl 1.928 -0.724 0.479
Cl 1.106 -1.220 -2.782
Cl -1.137 0.502 -2.518
H -0.252 1.580 0.729
H 0.226 -0.871 2.116

## Properties
Spin multiplicity: 1
HOMO (spin up / spin down) in eV: -8.7 / -10.0
Frontier orbital gap (spin up / spin down) in hartree: 0.264 / 0.313

Here are the natural (NBO) charges for atoms 1 to 2, given in e: atom 1 (C): 0.14, atom 2 (N): -0.50


Run B
The following is a quantum chemistry calculation of 2 unconnected molecules or ions with the total composition CH2Cl4N2, from the Open Molecules 2025 dataset.

CARTESIAN COORDINATES (ANGSTROEM)
C 0.493 0.145 -0.297
N 0.427 1.279 0.261
N -3.452 -0.806 0.390
Cl 0.283 -0.185 -2.010
Cl -4.540 2.224 0.644
Cl -2.903 0.726 0.072
Cl -4.315 -1.524 -0.949
H 0.906 -0.720 0.087
H 0.025 2.030 -0.323

## Properties
Spin multiplicity: 1
HOMO (spin up / spin down) in eV: -10.7 / -10.2
Frontier orbital gap (spin up / spin down) in hartree: 0.305 / 0.290

Here are the natural (NBO) charges for atoms 1 to 2, given in e: atom 1 (C): 0.11, atom 2 (N): -0.59


Run C
The following is a quantum chemistry calculation of a single CH2Cl4N2 molecule, from the Open Molecules 2025 dataset.

CARTESIAN COORDINATES (ANGSTROEM)
Cl 2.295 -1.083 -0.569
N 1.322 0.058 0.317
C 0.145 0.413 -0.255
Cl -0.278 2.006 0.584
N -0.975 -0.714 -0.188
Cl -1.521 -0.811 1.441
Cl -2.237 -0.266 -1.240
H 0.937 -0.310 1.249
H 0.311 0.708 -1.339

## Properties
Spin multiplicity: 1
HOMO in eV: -10.0
Frontier orbital gap in hartree: 0.366

Here are the natural (NBO) charges for atoms 1 to 2, given in e: atom 1 (Cl): 0.13, atom 2 (N): -0.62


The structure with the least stability is run A.


Run A
The following is a quantum chemistry calculation of a single CH5NO2S molecule, from the Open Molecules 2025 dataset.

CARTESIAN COORDINATES (ANGSTROEM)
C 0.657 -0.913 -0.528
N -0.615 1.392 0.298
O -1.627 -0.801 1.039
O 1.372 -1.103 0.624
S -1.145 -0.208 -0.199
H 1.079 -0.196 -1.433
H 0.405 -1.835 -1.072
H -1.388 1.987 0.546
H 0.030 1.927 -0.282
H 1.231 -0.248 1.006

## Properties
Spin multiplicity: 1
HOMO in eV: -9.0
Frontier orbital gap in hartree: 0.353

Here are the natural (NBO) charges for atoms 1 to 2, given in e: atom 1 (C): -0.23, atom 2 (N): -1.09


Run B
The following is a quantum chemistry calculation of a single CH5NO2S molecule, from the Open Molecules 2025 dataset.

CARTESIAN COORDINATES (ANGSTROEM)
C -1.022 -0.558 0.803
N 0.383 -0.924 0.646
S 1.360 -0.154 -0.330
O 2.710 -0.620 -0.060
O 1.732 0.529 -2.198
H -1.614 -1.128 0.233
H -1.364 -0.710 1.905
H -1.001 0.402 0.496
H 1.143 1.260 0.079
H 2.627 -0.024 -2.141

## Properties
Spin multiplicity: 1
HOMO (spin up / spin down) in eV: -10.2 / -10.2
Frontier orbital gap (spin up / spin down) in hartree: 0.323 / 0.323

Here are the natural (NBO) charges for atoms 1 to 2, given in e: atom 1 (C): -0.42, atom 2 (N): -0.69


The structure with the least stability is run B.


Run A
The following is a quantum chemistry calculation of 3 unconnected molecules or ions with the total composition C3H12O2S2, from the Open Molecules 2025 dataset.

CARTESIAN COORDINATES (ANGSTROEM)
C -3.552 0.705 -0.302
C -2.164 1.121 -0.840
S -0.778 0.331 0.074
S 0.300 -0.452 -1.647
C 1.263 0.993 -2.315
H -3.725 -0.335 -0.562
H -3.567 0.818 0.781
H -4.283 1.363 -0.774
H -1.984 2.194 -0.851
H -2.096 0.625 -1.805
H 2.048 1.293 -1.621
H 0.518 1.730 -2.572
H 1.763 0.574 -3.189
H 0.337 -0.569 3.290
H 0.905 0.309 2.218
O 1.168 -0.251 2.944
H 5.156 -4.054 2.403
H 4.084 -3.027 2.736
O 4.606 -3.367 2.033

## Properties
Spin multiplicity: 2
HOMO (spin up / spin down) in eV: 0.1 / -3.8
Frontier orbital gap (spin up / spin down) in hartree: 0.106 / 0.250
Net charge: -1

Here are the natural (NBO) charges for atoms 1 to 2, given in e: atom 1 (C): -0.64, atom 2 (C): -0.54


Run B
The following is a quantum chemistry calculation of 3 unconnected molecules or ions with the total composition C3H12O2S2, from the Open Molecules 2025 dataset.

CARTESIAN COORDINATES (ANGSTROEM)
C 2.010 -0.151 0.121
C 3.159 0.849 0.078
C 0.770 0.430 -0.545
S -0.699 -0.621 -0.477
S -2.130 1.257 -0.047
H 2.266 -1.114 -0.331
H 1.758 -0.425 1.144
H 3.390 0.966 -0.997
H 4.106 0.480 0.466
H 2.855 1.876 0.247
H 0.608 1.399 -0.057
H 0.905 0.735 -1.589
H -3.082 0.712 -0.806
H -4.438 1.302 -4.054
H -5.837 1.450 -4.603
O -4.939 1.776 -4.730
H -0.081 -3.777 4.661
H -0.625 -3.235 5.904
O 0.004 -3.909 5.616

## Properties
Spin multiplicity: 2
HOMO (spin up / spin down) in eV: -1.2 / -3.1
Frontier orbital gap (spin up / spin down) in hartree: 0.156 / 0.224
Net charge: -1

Here are the natural (NBO) charges for atoms 1 to 2, given in e: atom 1 (C): -0.41, atom 2 (C): -0.62


The structure with the least stability is run A.


Run A
The following is a quantum chemistry calculation of a gas-phase ion, C6H13N4 (charge +1), from the Open Molecules 2025 dataset.

CARTESIAN COORDINATES (ANGSTROEM)
C -1.417 1.567 0.051
C 0.276 0.089 0.272
C -3.488 -1.323 0.105
C 0.808 2.550 0.500
C 1.403 -1.966 0.312
C 2.516 -0.183 -0.978
N -1.966 0.372 0.035
N -2.831 -0.288 -0.569
N -0.026 1.410 0.094
N 1.288 -0.542 -0.098
H -2.033 2.453 -0.124
H -4.472 -1.310 -0.136
H -3.082 -2.282 -0.262
H -3.217 -1.196 1.149
H 0.148 3.339 0.797
H 1.462 2.174 1.270
H 1.438 2.859 -0.433
H 2.415 -2.089 0.877
H 0.616 -2.523 0.970
H 1.667 -2.605 -0.551
H 3.465 -0.396 -0.386
H 2.539 -1.012 -1.806
H 2.492 0.901 -1.087

## Properties
Spin multiplicity: 1
HOMO (spin up / spin down) in eV: -12.3 / -12.3
Frontier orbital gap (spin up / spin down) in hartree: 0.294 / 0.294
Net charge: +1

Here are the natural (NBO) charges for atoms 1 to 2, given in e: atom 1 (C): 0.24, atom 2 (C): 0.34


Run B
The following is a quantum chemistry calculation of a gas-phase ion, C6H13N4 (charge +1), from the Open Molecules 2025 dataset.

CARTESIAN COORDINATES (ANGSTROEM)
C 0.776 1.518 0.604
C -1.131 -0.685 1.099
C 1.302 -0.794 0.826
C 2.085 0.473 -1.048
C -0.313 -1.662 -0.773
C -1.522 0.161 -0.092
N 1.457 0.483 0.108
N 0.022 -1.428 0.612
N -2.340 1.196 -0.073
N -1.057 -0.456 -1.165
H 0.856 2.462 0.098
H 0.551 1.521 1.649
H -0.930 -0.137 2.014
H -1.941 -1.403 1.293
H 2.081 -1.482 0.493
H 1.423 -0.623 1.900
H 2.202 1.390 -1.590
H 2.559 -0.420 -1.397
H 0.559 -1.817 -1.404
H -0.971 -2.538 -0.845
H -2.574 1.706 -0.911
H -2.605 1.606 0.808
H -1.172 -0.167 -2.121

## Properties
Spin multiplicity: 1
HOMO in eV: -10.7
Frontier orbital gap in hartree: 0.283
Net charge: +1

Here are the natural (NBO) charges for atoms 1 to 2, given in e: atom 1 (C): -0.42, atom 2 (C): -0.30


The structure with the least stability is run A.


Run A
The following is a quantum chemistry calculation of a single C10H14O4 molecule, from the Open Molecules 2025 dataset.

CARTESIAN COORDINATES (ANGSTROEM)
C 1.128 2.288 1.248
O 1.822 1.057 1.178
C 1.885 0.470 -0.066
C 3.121 0.302 -0.667
C 3.235 -0.343 -1.887
C 2.102 -0.814 -2.519
C 0.856 -0.662 -1.931
C 0.734 -0.030 -0.703
O -0.446 0.141 -0.029
C -1.602 -0.522 -0.485
C -2.714 -0.313 0.559
O -3.909 -0.905 0.115
C -2.293 -0.848 1.943
O -1.391 -0.017 2.612
H 1.658 3.062 0.681
H 0.105 2.206 0.873
H 1.107 2.557 2.302
H 3.992 0.677 -0.152
H 4.206 -0.470 -2.341
H 2.176 -1.311 -3.475
H -0.017 -1.044 -2.436
H -1.405 -1.599 -0.602
H -1.936 -0.119 -1.450
H -2.925 0.757 0.648
H -3.810 -1.864 0.128
H -3.183 -0.903 2.576
H -1.883 -1.866 1.827
H -0.612 0.111 2.054

## Properties
Spin multiplicity: 1
HOMO in eV: -8.8
Frontier orbital gap in hartree: 0.347

Here are the natural (NBO) charges for atoms 1 to 2, given in e: atom 1 (C): -0.25, atom 2 (O): -0.52


Run B
The following is a quantum chemistry calculation of a single C10H14O4 molecule, from the Open Molecules 2025 dataset.

CARTESIAN COORDINATES (ANGSTROEM)
C 0.277 1.046 -3.675
O 0.172 0.800 -2.295
C 0.969 -0.166 -1.750
C 1.865 -0.955 -2.448
C 2.617 -1.918 -1.787
C 2.475 -2.097 -0.429
C 1.581 -1.312 0.288
C 0.829 -0.347 -0.357
O -0.069 0.485 0.246
C -0.362 0.299 1.614
C -1.472 1.303 1.951
O -2.542 1.166 1.044
C -2.035 1.047 3.355
O -2.626 -0.221 3.439
H 1.287 1.366 -3.952
H 0.001 0.165 -4.264
H -0.424 1.852 -3.884
H 1.988 -0.833 -3.513
H 3.310 -2.525 -2.349
H 3.055 -2.845 0.089
H 1.480 -1.460 1.351
H -0.726 -0.721 1.798
H 0.517 0.490 2.240
H -1.061 2.323 1.897
H -2.155 1.111 0.160
H -2.769 1.832 3.584
H -1.235 1.077 4.097
H -3.234 -0.287 2.690

## Properties
Spin multiplicity: 1
HOMO in eV: -8.3
Frontier orbital gap in hartree: 0.334

Here are the natural (NBO) charges for atoms 1 to 2, given in e: atom 1 (C): -0.25, atom 2 (O): -0.49


The structure with the least stability is run A.


Run A
The following is a quantum chemistry calculation of a single C8H9ClN4 molecule, from the Open Molecules 2025 dataset.

CARTESIAN COORDINATES (ANGSTROEM)
C -1.074 2.687 1.614
C -0.837 2.628 0.181
C -0.986 1.485 2.301
C -0.213 1.454 -0.332
C -0.509 0.261 1.742
C -0.118 0.228 0.420
C 1.539 -0.140 -2.000
C -0.351 -2.508 0.001
N 0.332 -2.213 -2.036
N 0.843 -1.028 -1.371
N -0.625 -2.820 -1.208
N 0.396 -0.925 -0.153
Cl 1.201 -3.376 0.900
H -1.487 3.484 2.102
H -1.027 3.391 -0.614
H -1.016 1.423 3.423
H 0.166 1.413 -1.350
H -0.354 -0.686 2.318
H 2.087 -0.373 -2.904
H 1.944 0.786 -1.638
H -1.108 -2.431 0.735
H 1.197 -2.740 -2.131

## Properties
Spin multiplicity: 1
HOMO (spin up / spin down) in eV: -8.3 / -8.3
Frontier orbital gap (spin up / spin down) in hartree: 0.285 / 0.285

Here are the natural (NBO) charges for atoms 1 to 2, given in e: atom 1 (C): -0.23, atom 2 (C): -0.18


Run B
The following is a quantum chemistry calculation of 2 unconnected molecules or ions with the total composition C8H9ClN4, from the Open Molecules 2025 dataset.

CARTESIAN COORDINATES (ANGSTROEM)
C -2.218 1.560 -1.734
C -0.899 1.120 -1.935
C -2.660 1.678 -0.459
C -0.052 0.819 -0.913
C -1.825 1.326 0.591
C -0.522 0.943 0.415
C 0.728 1.144 2.418
C 1.976 -2.520 1.653
N -1.253 -2.570 0.403
N -0.289 -2.392 0.957
N 0.436 0.525 1.395
N 0.643 -1.998 1.566
Cl -0.165 2.437 3.033
H -2.901 1.746 -2.628
H -0.685 0.934 -2.921
H -3.733 1.716 -0.268
H 0.968 0.741 -1.240
H -2.055 1.427 1.610
H 1.561 0.685 3.028
H 1.822 -3.320 2.350
H 2.343 -3.007 0.732
H 2.551 -1.848 2.179

## Properties
Spin multiplicity: 1
HOMO in eV: -8.5
Frontier orbital gap in hartree: 0.342

Here are the natural (NBO) charges for atoms 1 to 2, given in e: atom 1 (C): -0.20, atom 2 (C): -0.20


The structure with the least stability is run A.